Record 1
Computed, not measured: a molecular structure, C25H37EuFN4O3S2, with ωB97M-V/def2-TZVPD.

Geometry as XYZ:
```
73
Properties=species:S:1:pos:R:3:lowdin_spin:R:1
C 0.67 2.85 0.91 0.000
H -0.62 -0.32 8.76 0.000
H -1.90 3.56 0.06 0.000
H 6.34 -3.15 5.11 0.000
H 6.41 -5.74 7.59 0.000
Eu -0.88 -0.91 -0.16 7.009
C 0.52 -0.41 -3.44 0.002
C 2.93 -2.18 3.15 0.000
H -1.64 -0.87 5.48 0.000
C 0.17 -1.58 7.14 0.000
H -2.79 2.01 -0.21 0.000
H -0.49 1.32 -4.21 0.000
C -1.10 -2.17 7.66 0.000
C 2.45 -2.69 5.87 0.000
H 6.79 -4.79 8.91 0.000
N 4.60 -3.76 6.12 0.000
C 4.10 -4.81 6.99 0.000
H 4.25 -5.81 6.52 0.000
H 4.63 -3.83 8.87 0.000
C 4.82 -4.76 8.33 0.000
H 7.87 -4.08 6.90 0.000
C 2.75 0.02 -1.85 0.000
S -0.77 1.76 1.00 -0.006
H 1.29 2.61 1.78 0.000
C 1.67 -1.84 3.71 0.000
H 2.24 -2.93 6.91 0.000
C -0.69 -1.19 3.59 0.001
C -1.25 2.46 -1.69 0.000
H 1.26 2.71 -0.01 0.000
C 3.68 -3.09 5.31 0.000
N -1.05 1.07 -2.16 -0.004
H -2.85 -2.01 -2.33 0.002
O -2.73 -0.02 3.37 -0.001
C -3.07 -2.45 -0.19 0.007
C 3.89 -2.77 3.94 0.000
H 3.13 -1.97 2.10 0.000
C -0.86 -0.70 7.77 0.000
H 6.74 -2.86 7.56 0.000
H -1.45 -0.04 7.15 0.000
S 1.37 -1.15 -2.00 -0.004
C 1.48 -2.02 5.11 0.000
H -0.28 2.98 -1.72 0.000
H -1.94 3.01 -2.36 0.000
H 1.29 -0.42 -4.23 0.000
H 3.02 -4.68 7.16 0.000
O 0.67 -1.30 1.63 -0.008
H 4.53 -5.61 8.96 0.000
H 3.41 -0.35 -1.06 0.000
C -1.98 -0.86 2.84 0.001
C -1.81 2.52 -0.28 0.001
C 0.55 -1.42 2.90 0.001
C -0.04 1.00 -3.26 0.000
N 0.32 -1.55 5.74 0.001
H -2.26 -3.20 -0.07 0.001
C -3.18 -1.69 -1.32 0.002
H 0.77 1.69 -3.02 0.000
N 6.26 -4.84 8.03 0.000
C -0.73 -1.16 4.96 0.001
H 6.17 -4.92 5.32 0.000
H -1.02 -2.77 8.57 0.000
H 3.29 0.01 -2.80 0.000
F 5.11 -3.07 3.36 0.000
H -3.77 -0.76 -1.32 0.001
H 2.44 1.05 -1.60 0.000
C 6.82 -3.84 7.08 0.000
H -1.95 0.75 -2.54 0.001
H -0.28 -1.12 -3.71 0.000
H -1.83 -2.50 6.92 0.000
H -3.86 -2.47 0.55 0.000
O -2.15 -1.45 1.69 -0.008
H 0.31 3.88 1.00 0.000
C 6.01 -3.93 5.79 0.000
H 1.07 -1.73 7.72 0.000
```

Values from the calculation:
**E_HOMO (spin up / spin down)**: -0.4192 / -0.4623 Eh
**E_LUMO (spin up / spin down)**: -0.1746 / -0.1745 Ha
**2S+1**: 8
**Total charge**: +2
**ΔE to the lowest compared entry with this formula, charge and spin**: 0.0 kcal per mole

---

Record 2
Computed, not measured: a molecular structure, C2H5N3S2, with ωB97M-V/def2-TZVPD.

Geometry as XYZ:
```
12
Properties=species:S:1:pos:R:3:lowdin_charge:R:1
N 0.56 -1.86 -0.50 -0.635
N 2.50 -0.39 -0.06 -0.360
H 0.07 0.94 -0.61 0.045
C -0.45 0.68 0.28 -0.206
C -1.60 -0.09 0.26 -0.740
H 0.83 -1.59 -1.40 -0.004
S -1.21 -1.89 -0.41 0.791
H 2.83 0.44 0.29 -0.062
N -2.74 0.25 0.68 0.090
S 1.25 -0.88 0.74 0.908
H -3.46 -0.48 0.88 0.069
H -0.63 1.64 0.87 0.104
```

Values from the calculation:
**E_HOMO**: -0.3155 Eh
**E_LUMO**: -0.0302 Ha
**ΔE to the lowest compared entry with this formula, charge and spin**: 114.6 kcal per mole

---

Record 3
Computed, not measured: a molecular structure, C13H28BrCl4CsKMgNO6PS2Si, with ωB97M-V/def2-TZVPD.

Geometry as XYZ:
```
60
Properties=species:S:1:pos:R:3:lowdin_charge:R:1
H -1.45 0.97 1.24 0.070
H -2.08 -3.72 4.86 -0.287
H 0.45 5.37 -6.11 0.114
Cl 1.87 -5.98 -0.32 0.494
S -0.32 4.31 -3.25 0.635
C -1.17 0.25 0.46 -0.377
O 1.32 -3.13 1.77 -0.520
H -1.81 -1.84 0.81 0.024
H 2.46 -6.97 -2.35 0.013
H -0.62 2.55 -5.58 0.114
C -2.27 -4.68 6.84 -0.347
H -3.47 -3.19 5.72 0.148
K 3.98 4.59 1.77 1.019
C 0.84 3.37 -4.23 -0.262
H 1.75 -2.48 2.36 -0.128
C -3.38 -0.56 1.41 -0.513
O -1.71 -2.39 6.34 -0.118
Si 0.59 -0.20 0.83 0.484
O -2.91 -5.64 6.32 0.059
H 0.35 2.88 -0.77 0.050
Mg 4.05 -3.12 3.17 0.552
H -1.05 6.22 -4.48 0.100
H -1.03 4.68 -6.76 0.115
H -3.48 0.50 1.58 0.074
H 1.00 2.40 -3.76 0.054
H 2.65 3.16 2.03 -0.041
H 0.91 2.97 -6.36 0.117
N 1.64 0.83 -0.14 0.013
H -1.18 -4.83 6.98 0.110
H 1.77 3.93 -4.26 0.103
H -4.29 -0.97 0.99 0.073
H -2.59 -4.33 7.84 0.149
Cl 1.38 -8.70 -1.20 0.524
O 2.69 -2.23 -0.28 -0.292
O -1.26 3.39 -2.65 -0.558
H -2.63 -0.98 -0.53 0.093
C -0.37 4.68 -5.89 -0.212
Cs -0.50 -3.82 4.43 1.381
Cl -3.09 -1.44 2.97 0.545
Cl 0.20 -6.48 -2.64 0.529
S 0.08 -3.21 -0.94 0.331
C -2.39 -3.36 5.85 -0.680
H 0.91 0.03 2.27 -0.007
H 2.83 1.41 2.30 0.074
C -2.20 -0.90 0.46 -0.343
Br -1.13 0.89 -2.60 0.143
C 1.89 1.95 0.39 -0.472
H 1.92 3.70 -0.82 0.088
H -2.16 4.83 -4.65 0.108
H 0.91 3.84 0.66 0.090
C 0.19 3.28 -5.60 -0.215
P 1.18 -2.32 0.33 0.068
C -1.12 5.14 -4.63 -0.215
C 1.59 -7.03 -1.71 -1.539
C 1.20 3.19 -0.17 -0.021
H -1.16 0.83 -0.50 -0.122
H 3.10 -1.40 -0.03 0.037
C 2.85 2.20 1.55 -0.130
O 0.40 5.28 -2.45 -0.361
H 3.86 2.27 1.09 0.066
```

Values from the calculation:
**E_HOMO**: -0.2884 Eh
**E_LUMO**: -0.2369 Ha
**Total charge**: +1

---

Record 4
Computed, not measured: C14H18N2O3 in the gas phase, with ωB97M-V/def2-TZVPD.

Geometry as XYZ:
```
37
Properties=species:S:1:pos:R:3:lowdin_charge:R:1
H 1.64 -0.94 -1.76 0.131
H 1.70 2.32 -1.43 0.115
H 0.40 0.92 -1.65 0.119
H -2.47 -3.22 -1.06 0.080
C -1.66 -0.41 -0.35 -0.264
O -2.01 3.02 0.70 0.150
C -3.20 -0.63 -0.25 -0.110
H -1.49 -3.38 0.39 0.147
H -3.10 -1.91 1.44 0.078
H -2.82 3.05 0.23 0.102
C 2.34 -0.68 -0.93 -0.099
H -4.30 -2.48 0.33 0.147
O -1.50 -0.47 1.96 0.043
O -1.65 2.69 -1.52 0.113
C 3.42 -1.46 -0.61 -0.092
H 2.91 2.07 1.04 0.140
H 0.81 2.74 0.75 0.156
N -0.13 1.12 1.13 0.093
H -0.27 -1.85 -0.18 0.135
H -1.31 0.38 -1.04 0.103
C 2.15 0.52 -0.38 -0.241
C 4.37 -1.00 0.30 -0.070
H 3.64 -2.42 -0.96 0.087
C 1.09 1.55 -0.98 -0.035
C -1.25 2.70 -0.36 -0.460
C 4.25 0.32 0.93 -0.063
C 0.08 2.15 0.13 -0.212
H 5.10 0.81 1.43 0.102
H -3.65 -0.46 -1.17 0.100
C -3.26 -1.96 0.40 -0.186
C -1.02 0.08 0.95 -0.369
H 5.34 -1.53 0.47 0.107
C 3.08 0.98 0.59 -0.066
H -0.47 1.58 1.97 0.153
H -3.47 0.14 0.49 0.122
C -2.10 -2.65 -0.26 -0.244
N -1.16 -1.71 -0.77 -0.007
```

Values from the calculation:
**E_HOMO**: -0.3235 Eh
**E_LUMO**: 0.0210 Ha
**SMILES**: O=C(O)[C@H](Cc1ccccc1)NC(=O)[C@@H]1CCCN1
**ΔE to the lowest compared entry with this formula, charge and spin**: 88.9 kcal per mole

---

Record 5
Computed, not measured: a molecular structure, C44H36N8O2SeTa, with ωB97M-V/def2-TZVPD.

Geometry as XYZ:
```
92
Properties=species:S:1:pos:R:3:lowdin_charge:R:1
C 0.54 3.59 1.23 -0.054
H 1.70 6.08 -0.81 0.147
C -4.80 3.32 -2.95 -0.035
H 0.09 -3.90 2.03 0.144
N 1.26 1.66 -1.57 -0.309
C 0.62 -5.30 -0.45 -0.014
C -0.38 0.41 3.52 -0.081
H -1.57 3.20 -0.85 0.085
H -1.91 -2.37 -5.77 0.123
H 4.61 0.23 2.97 0.183
C 0.85 -2.91 0.27 -0.363
H 6.14 -3.79 0.88 0.119
H 4.71 -3.59 2.89 0.115
C -3.27 -1.27 -2.86 -0.021
H 2.69 -3.20 -1.60 0.133
H -4.47 0.17 -0.51 0.140
C -1.08 -4.62 -2.53 -0.046
H -0.79 -2.58 -1.92 0.093
H -4.57 5.46 -2.91 0.120
Ta 0.11 0.08 0.02 2.017
C 0.00 -2.92 1.57 -0.045
C -2.99 4.46 -1.85 -0.057
C -2.56 0.70 -1.37 -0.378
H -1.21 -6.72 -2.92 0.120
H -5.71 3.35 -3.54 0.122
C -1.20 -0.70 -4.62 -0.044
Se 1.87 2.29 -3.12 1.305
N 1.94 3.91 -2.55 -0.182
H -4.10 -1.49 -2.21 0.111
C 4.51 -3.47 -0.49 -0.046
H -3.31 0.89 0.60 0.148
C -4.16 4.50 -2.60 -0.049
C 0.40 0.52 4.63 -0.013
H 5.77 0.13 0.74 0.144
H 0.32 -7.32 -1.07 0.121
C -3.66 -3.43 0.89 0.024
N 0.64 2.51 0.48 0.020
H -4.98 -2.00 0.01 0.135
C -3.09 -2.04 -4.00 -0.056
H -0.77 0.95 -3.32 0.072
O 0.69 -1.57 -0.22 -0.275
C 0.92 4.88 0.81 0.005
N 1.70 0.48 4.18 0.165
N 0.43 0.30 2.41 -0.012
H -2.07 -4.62 1.72 0.138
H -4.40 -4.22 0.95 0.137
H 5.12 -3.59 -1.38 0.120
C 0.07 -6.29 -1.25 -0.036
C -3.11 2.05 -1.81 -0.163
H 2.51 0.56 4.78 0.185
H 0.80 5.71 1.49 0.130
H 0.38 -2.16 2.26 0.102
C -4.28 2.10 -2.56 -0.009
H 3.75 0.14 -1.12 0.117
C -3.42 0.16 -0.21 -0.029
C -1.43 -2.64 1.22 -0.236
H 1.29 -5.57 0.35 0.132
C 1.41 5.10 -0.45 0.074
C -2.36 -3.66 1.32 0.029
O -1.27 0.84 -0.77 -0.315
C -2.05 -1.77 -4.88 -0.051
C -3.02 -1.19 0.30 -0.228
C 4.28 -3.46 1.90 -0.062
H -2.50 5.38 -1.57 0.110
C -2.41 -0.22 -2.58 -0.171
N -1.76 -1.41 0.75 0.102
C -1.39 0.07 -3.48 -0.042
N 4.11 0.25 2.09 0.167
N 2.50 0.26 0.61 0.007
C 1.14 2.69 -0.76 -0.501
C 2.91 -3.23 1.77 -0.036
C 1.53 3.96 -1.29 -0.337
C -0.78 -5.95 -2.29 -0.045
C -2.47 3.23 -1.45 -0.028
C 3.69 0.19 -0.05 -0.082
C -0.55 -3.62 -1.73 -0.020
H -1.45 0.40 3.45 0.126
C 4.70 0.18 0.87 -0.011
H -1.74 -4.35 -3.35 0.095
C 2.34 -3.14 0.51 -0.182
C 3.15 -3.25 -0.62 -0.023
C -3.98 -2.20 0.37 0.010
C 0.30 -3.96 -0.68 -0.184
H -4.78 1.19 -2.85 0.126
H -0.42 -0.45 -5.32 0.116
H 0.14 0.62 5.67 0.144
C 2.77 0.29 1.90 -0.263
H -3.78 -2.85 -4.21 0.124
H 0.12 3.45 2.22 0.131
C 5.08 -3.58 0.77 -0.058
H 2.30 -3.19 2.66 0.112
C 1.69 0.35 2.84 -0.256
```

Values from the calculation:
**E_HOMO**: -0.5759 Eh
**E_LUMO**: -0.3486 Ha
**Total charge**: +3
**ΔE to the lowest compared entry with this formula, charge and spin**: 33.7 kcal per mole

---

Record 6
Computed, not measured: 6 unconnected molecules or ions with the total composition C42H80BNO23P7, with ωB97M-V/def2-TZVPD.

Geometry as XYZ:
```
154
Properties=species:S:1:pos:R:3:lowdin_charge:R:1
H 1.13 3.56 -0.34 0.033
H -3.99 0.79 -4.15 0.125
C 3.64 -8.80 -4.44 -0.112
H -2.77 -1.29 -4.93 0.111
C -2.55 1.17 -2.60 -0.142
H 3.00 -8.09 4.40 0.083
C -1.95 5.58 1.30 -0.255
O 4.32 -7.61 -4.85 -0.275
C -1.08 1.77 1.94 -0.147
H -2.19 0.14 4.63 0.126
C 0.69 -3.56 7.16 -0.110
H 0.13 -3.62 8.10 0.092
O 3.26 -7.53 -6.97 -0.226
O 6.94 0.78 -5.10 -0.277
H -2.69 5.27 8.80 0.086
C 4.91 -0.47 0.50 -0.033
H 0.13 2.09 3.72 0.136
H -6.60 -0.18 1.00 0.083
C 2.65 0.57 0.25 -0.039
C 2.52 1.38 2.93 -0.034
H 7.83 -2.58 -6.01 0.082
H -3.00 5.29 1.49 0.044
H 1.73 -3.34 7.39 0.088
H 2.22 -7.60 2.88 0.086
O -4.24 3.91 8.92 -0.295
H -3.17 4.76 10.42 0.092
H 4.22 -4.79 -2.66 0.090
C -1.37 0.72 -2.02 -0.038
P -1.19 4.21 0.31 0.956
O -3.97 6.43 -5.70 -0.268
C -2.39 -0.71 -4.09 -0.070
H 3.86 -9.61 -5.13 0.090
H -0.96 1.29 -1.18 0.083
H 0.23 -0.76 -1.91 0.104
H 1.95 -9.15 -6.94 0.082
C -2.65 0.02 1.69 -0.191
H 4.75 -4.16 -4.22 0.071
C 2.24 -7.44 3.96 -0.114
H -0.70 -2.06 -3.82 0.112
H 6.25 -3.38 -5.98 0.068
H -3.58 0.34 9.81 0.092
H -3.91 -2.28 1.07 0.040
H 0.20 3.42 2.56 0.102
C -3.38 0.70 0.73 -0.141
H 5.80 -0.50 1.14 0.083
H 4.62 -1.52 0.33 0.090
C -3.31 2.41 -2.18 -0.299
C -5.82 1.36 6.07 -0.118
C 1.42 1.64 2.09 -0.217
B -0.88 -0.32 3.35 -0.537
C 3.64 0.72 2.42 -0.026
C -1.72 2.54 0.94 -0.227
C 8.69 1.27 -2.92 -0.120
C -3.08 0.43 -3.68 -0.011
C -0.69 -0.43 -2.41 -0.060
H 7.91 1.95 -3.25 0.085
H -4.79 0.57 -0.96 0.102
H -7.02 6.28 -8.77 0.086
H 1.24 -0.97 3.27 0.113
H -2.96 8.26 -4.49 0.084
C 3.74 0.29 1.10 -0.254
H -4.74 2.59 -0.60 0.120
C 0.34 -1.72 1.45 -0.096
H 5.24 -5.79 -3.69 0.087
C 1.54 1.23 0.76 -0.077
C 0.15 2.33 2.64 -0.045
H 4.48 0.51 3.09 0.120
H 8.51 0.96 -1.89 0.083
H -3.96 9.21 -3.37 0.087
O -3.32 1.75 8.35 -0.269
H -1.42 5.85 2.21 0.044
H 2.66 0.27 -0.80 0.125
C -6.65 6.13 -7.76 -0.121
H 7.55 1.83 -6.76 0.090
H -2.22 3.66 9.40 0.085
C 3.29 -6.46 6.94 -0.106
O -4.98 8.47 -4.97 -0.290
O 8.79 0.13 -3.77 -0.286
H -6.55 1.86 6.72 0.079
H -7.31 6.66 -7.07 0.079
H 3.52 -6.32 8.00 0.092
H -5.58 1.01 1.89 0.076
H 1.27 -7.70 4.36 0.080
P 7.35 -0.56 -4.26 0.633
O 6.64 -0.63 -2.95 -0.261
H 2.52 1.66 3.99 0.126
C 6.76 -2.43 -6.12 -0.101
O 2.59 -6.05 4.21 -0.227
N -1.56 0.56 2.28 0.127
C -4.65 5.26 -5.24 -0.111
H 4.19 -6.80 6.43 0.090
H -4.71 -0.90 0.00 0.075
C -5.90 0.66 0.90 -0.050
H 5.13 -0.04 -0.49 0.078
O 0.54 -4.81 6.50 -0.286
P 3.48 -6.46 -5.67 0.639
C 4.44 -5.06 -3.69 -0.111
O -4.48 1.89 6.24 -0.257
C -1.22 -1.17 -3.47 -0.062
H -3.49 9.90 -4.93 0.087
P 1.66 -5.17 5.31 0.639
H 3.99 -9.07 -3.44 0.090
O 2.88 -5.20 6.40 -0.271
H -3.86 -0.23 8.16 0.087
C 0.64 4.39 0.16 -0.275
O -3.28 3.81 6.77 -0.264
H -5.72 5.44 -5.08 0.083
H -4.53 4.45 -5.97 0.092
H -5.83 0.29 6.29 0.083
H -6.43 1.45 0.35 0.073
C -3.00 4.42 9.40 -0.119
H 1.70 -7.98 -8.25 0.087
H 1.37 -1.72 1.07 0.071
O 6.25 -1.48 -5.15 -0.235
O -1.27 -0.19 4.64 0.216
C -3.77 8.98 -4.42 -0.124
O -3.70 3.16 -3.05 0.101
C -2.89 2.00 0.35 -0.129
O -3.99 8.55 -7.17 -0.242
C -3.66 2.79 -0.71 -0.070
H 6.31 0.60 -7.06 0.089
C 7.22 0.82 -6.50 -0.110
O -4.22 -1.52 3.28 -0.399
C -4.64 0.19 0.06 -0.176
H 0.27 -2.76 6.55 0.079
H -3.55 3.87 -0.59 0.089
H -5.07 0.79 8.97 0.084
H -0.02 -2.75 1.31 0.075
C -4.00 0.60 8.85 -0.105
H 0.79 5.28 -0.48 0.050
H -0.25 -1.08 0.78 0.053
H 1.17 4.62 1.10 0.044
H 2.56 -8.65 -4.39 0.080
O 4.38 -5.50 -6.36 -0.247
H 8.00 0.11 -6.78 0.082
H -6.67 5.06 -7.53 0.079
H 9.65 1.79 -2.97 0.091
P -4.17 2.91 7.58 0.665
H -2.14 -2.53 2.45 0.042
C 1.94 -8.09 -7.20 -0.117
H -6.13 1.51 5.04 0.078
P -3.25 -1.68 2.17 0.811
H 0.06 -2.28 3.53 0.089
H -2.02 6.44 0.61 0.045
C 0.25 -1.34 2.97 -0.110
H -4.21 4.94 -4.30 0.056
H 0.70 1.42 0.08 0.086
O 1.63 -3.89 4.55 -0.251
H 6.55 -2.07 -7.13 0.085
H 1.18 -7.58 -6.61 0.078
O -5.29 6.61 -7.68 -0.228
H 2.51 -7.22 6.85 0.082
O 3.24 -5.58 -4.28 -0.292
P -4.85 7.62 -6.40 0.626
```

Values from the calculation:
**E_HOMO**: -0.3853 Eh
**E_LUMO**: -0.1427 Ha
**Total charge**: +1